C3H9N3O2 | ωB97M-V/def2-TZVPD

Properties
Energy above the lowest of the compared OMol25 structures with the same formula, charge and spin in kcal per mole: 242.97
LUMO level in eV: 0.203
Kohn-Sham gap in Eh: 0.3486
E_HOMO in eV: -9.28

Geometry (Å):
C -0.2638 -1.3760 0.5014
C -0.5370 -0.1452 -0.4588
C -1.9654 0.2530 -0.3539
H -0.4984 -1.0887 1.4832
H 0.8640 -1.8026 0.3200
H -1.0907 -2.4292 0.2833
H -0.3980 -0.3767 -1.3736
H -2.1482 1.0443 -1.1924
H -2.4040 0.6241 0.5407
H -2.5520 -0.3347 -0.6079
H -0.1739 1.4633 0.8634
H 2.4057 0.7252 1.7980
N 0.2870 0.9732 -0.1638
N 1.6654 0.5294 0.1658
N 2.4765 0.5146 -0.9533
O 2.3013 1.3895 1.1226
O 2.0315 0.0364 -1.9747

C3H9N3O2 | ωB97M-V/def2-TZVPD

Properties
Energy above the lowest of the compared OMol25 structures with the same formula, charge and spin in kcal per mole: 99.67
LUMO level in eV: 0.578
Kohn-Sham gap in Eh: 0.3387
E_HOMO in eV: -8.64

Geometry (Å):
C 0.6937 -0.2645 0.1185
C -0.2917 0.3991 -0.8671
N 1.5165 -1.2118 -0.5687
N -0.9150 1.5179 -0.3358
C -0.4206 -0.9832 0.9024
O 1.4290 0.6533 0.8943
O 0.0993 0.4435 -2.1680
N -0.9973 -0.2510 1.8264
H 0.7686 1.1154 1.4421
H -0.0912 1.3124 -2.5508
H -1.1076 -0.6990 -0.5091
H 2.0224 -0.7658 -1.3258
H 2.1807 -1.6082 0.0859
H -1.2302 1.3001 0.6258
H -1.6724 1.8760 -0.9067
H -1.6799 -0.7611 2.3796
H -0.3045 -2.0730 0.9569

C3H9N3O2 | ωB97M-V/def2-TZVPD

Properties
Energy above the lowest of the compared OMol25 structures with the same formula, charge and spin in kcal per mole: 132.44
LUMO level (alpha / beta) in eV: 0.024 / 0.026
Kohn-Sham gap (alpha / beta) in Eh: 0.3103 / 0.3105
E_HOMO (alpha / beta) in eV: -8.42 / -8.42

Geometry (Å):
C -1.5362 1.2402 0.4651
C 1.3857 -0.9610 1.5236
C 1.0220 -0.3216 0.2137
O -1.2222 -0.0915 0.3610
O 1.4414 0.7684 -0.1494
H -0.6950 1.8971 0.7497
H -2.3490 1.4164 1.1870
H -1.8705 1.6616 -0.5130
H 1.6475 -0.1698 2.2238
H 2.2673 -1.5962 1.3943
H 0.5649 -1.5452 1.9353
N -0.2714 0.3288 -2.1472
N -0.5233 -0.7752 -1.5097
N 0.4902 -1.2530 -0.7754
H -0.9604 0.5600 -2.8479
H 0.4363 0.9612 -1.7508
H 0.1729 -2.1203 -0.3599

C3H9N3O2S2 | ωB97M-V/def2-TZVPD

Properties
Energy above the lowest of the compared OMol25 structures with the same formula, charge and spin in kcal per mole: 33.58
LUMO level in eV: 0.500
Kohn-Sham gap in Eh: 0.3472
SMILES: CN1NCS[C@H]1S(N)(=O)=O
E_HOMO in eV: -8.95

Geometry (Å):
C 1.6586 -1.6351 0.6269
N 0.7299 -0.7909 -0.0848
N 1.1171 -0.1868 -1.2760
C 1.4359 1.2140 -1.1081
S 0.5175 1.7767 0.4947
C -0.1870 -0.0270 0.6739
S -1.8344 -0.0891 -0.1160
N -2.6975 0.9989 0.7430
O -1.6014 0.2125 -1.5095
O -2.4705 -1.3710 0.2285
H 2.1814 -1.0665 1.4723
H 1.2449 -2.5371 1.0412
H 2.5143 -1.7769 0.0606
H 0.4433 -0.1580 -2.0075
H 2.4599 1.3192 -0.9047
H 1.1218 1.7720 -1.8816
H -0.3297 -0.3542 1.7902
H -2.6395 1.9496 0.6653
H -3.6647 0.7497 1.0916

C3H9N3O3 | ωB97M-V/def2-TZVPD

Properties
Energy above the lowest of the compared OMol25 structures with the same formula, charge and spin in kcal per mole: 90.20
LUMO level in eV: 0.653
Kohn-Sham gap in Eh: 0.2850
E_HOMO in eV: -7.10

Geometry (Å):
C -1.1338 1.0388 -0.3731
N -1.5324 1.4771 0.9022
C -1.1799 -0.2741 -0.7704
O -0.8454 2.0345 -1.2765
O -1.4668 -1.2523 0.0273
H -0.0605 2.5171 -0.9815
H -0.1771 -1.3212 0.8652
H -2.1227 2.2988 0.8504
H -2.0028 0.7274 1.4002
H -0.8652 -0.4648 -1.8049
N 1.5410 -1.9693 -0.1075
C 1.0825 0.1832 0.5287
O 2.0548 0.5493 -0.2889
N 0.8914 -1.1097 0.8455
H 2.3726 -0.2918 -0.6941
H 0.8182 -2.3426 -0.7212
H 1.9452 -2.7414 0.4086
H 0.6808 0.9411 1.1900

C3H9N3OS | ωB97M-V/def2-TZVPD

Properties
Energy above the lowest of the compared OMol25 structures with the same formula, charge and spin in kcal per mole: 86.71
LUMO level in eV: 0.379
Kohn-Sham gap in Eh: 0.3523
SMILES: NC[C@@H](N)C(=O)NS
E_HOMO in eV: -9.21

Geometry (Å):
N 2.2257 -0.3634 -0.3410
C 1.3526 -1.4231 -0.7809
C 0.0111 -1.5686 0.0465
N 0.1496 -1.6898 1.4693
C -0.8958 -0.2424 0.1540
O -2.1504 -0.4252 0.3681
N -0.0467 0.8533 -0.1865
S -0.6565 2.4103 -0.4790
H 3.1907 -0.9031 -0.5040
H 2.2929 -0.2386 0.8013
H 1.7736 -2.4512 -0.5680
H 1.2402 -1.3738 -1.9180
H -0.7124 -2.0144 -0.4294
H -0.6916 -1.4383 1.9622
H 0.5963 -2.6850 1.7447
H 0.9327 0.7290 -0.4099
H -0.0225 3.0161 0.9303

C3H9N3S | ωB97M-V/def2-TZVPD

Properties
Energy above the lowest of the compared OMol25 structures with the same formula, charge and spin in kcal per mole: 42.93
LUMO level in eV: 0.849
Kohn-Sham gap in Eh: 0.3181
SMILES: CCS/N=C\NN
E_HOMO in eV: -7.81

Geometry (Å):
C 0.2947 1.8441 1.9848
C 0.1452 2.0506 0.4787
S -0.5769 0.7249 -0.4551
N 0.7210 -0.3592 -0.2116
C 0.7260 -1.5769 -0.6397
N -0.0324 -2.3369 -1.4552
N -1.4075 -2.1571 -1.6968
H 0.9475 0.9725 2.1883
H -0.6802 1.5727 2.4259
H 0.6539 2.8337 2.4065
H -0.4244 2.9792 0.3332
H 1.1236 2.1931 0.0342
H 1.6485 -2.1665 -0.4147
H 0.1709 -3.3142 -1.4064
H -1.8404 -1.6399 -0.9511
H -1.4697 -1.6201 -2.6208

C3H9N3S | ωB97M-V/def2-TZVPD

Properties
Energy above the lowest of the compared OMol25 structures with the same formula, charge and spin in kcal per mole: 46.32
LUMO level in eV: 0.965
Kohn-Sham gap in Eh: 0.3155
SMILES: CCN(N)/C=N/S
E_HOMO in eV: -7.62

Geometry (Å):
C -1.4762 1.6356 -0.4218
C -1.4048 0.2628 0.2571
N -0.2062 -0.3952 -0.0904
N -0.1581 -1.0880 -1.2735
C 0.9413 -0.2433 0.6300
N 1.9798 -0.9260 0.3460
S 3.3415 -0.7528 1.3130
H -0.7538 2.3512 0.0153
H -1.3901 1.6121 -1.5268
H -2.5124 2.0553 -0.2384
H -1.4875 0.2994 1.3340
H -2.2330 -0.3446 -0.0708
H -0.2985 -2.0518 -0.9514
H 0.8192 -1.0665 -1.5545
H 0.7044 0.2756 1.5641
H 4.1345 -1.6237 0.6681

C3H9N3S2 | ωB97M-V/def2-TZVPD

Properties
Energy above the lowest of the compared OMol25 structures with the same formula, charge and spin in kcal per mole: 203.43
LUMO level (alpha / beta) in eV: -1.407 / -1.211
Kohn-Sham gap (alpha / beta) in Eh: 0.2843 / 0.2603
E_HOMO (alpha / beta) in eV: -9.14 / -8.29

Geometry (Å):
C -0.8203 -0.9788 0.0307
C 2.4152 -0.1713 0.5622
C -2.2389 1.7477 -0.2626
N 1.3936 0.7973 0.0943
N -0.8856 1.4722 -0.6900
N 0.8675 -2.6275 -0.8410
S -2.3320 -1.2423 0.3860
S -0.0642 0.5897 0.2118
H 2.9805 -0.3831 -0.3554
H 2.1361 -1.0720 1.0188
H 3.0676 0.3992 1.2655
H -2.8454 2.1345 -1.1441
H -2.0611 2.6380 0.3251
H -2.7634 1.0458 0.3883
H 0.1717 -3.0921 -1.3697
H 1.7089 -2.2832 -1.2105
H -0.7302 1.0258 1.5907

C3H9N4 | ωB97M-V/def2-TZVPD

Properties
Energy above the lowest of the compared OMol25 structures with the same formula, charge and spin in kcal per mole: 68.68
LUMO level in eV: -4.120
Kohn-Sham gap in Eh: 0.3503
Net charge: +1
E_HOMO in eV: -13.65

Geometry (Å):
C 2.0854 -1.0757 1.1231
C -0.7614 1.0274 -1.1682
C -2.0545 -0.5200 0.1296
N 0.8462 -0.7874 1.3571
N 0.5200 1.1840 -1.4303
N -1.7660 1.6778 -1.5069
N -0.9930 -0.0045 -0.2326
H 2.5912 -1.4138 2.0490
H 2.4984 -1.1267 0.1994
H -2.0510 -1.3607 0.8407
H -2.9487 -0.1760 -0.5188
H 0.8293 2.0150 -2.0545
H 1.1863 0.6201 -0.9438
H -1.6425 2.5171 -2.0382
H 0.4427 -0.7621 2.3759
H -0.0323 -0.2426 0.4298

C3H9N5 | ωB97M-V/def2-TZVPD

Properties
Energy above the lowest of the compared OMol25 structures with the same formula, charge and spin in kcal per mole: 79.15
LUMO level in eV: 1.070
Kohn-Sham gap in Eh: 0.2954
SMILES: CC(/N=N/N)=C(N)N
E_HOMO in eV: -6.97

Geometry (Å):
C 0.3677 0.1543 -2.3113
C -0.0585 0.2005 -0.8824
N -1.3013 0.4256 -0.4797
N -1.3640 -0.3090 0.6472
N -2.0008 0.3907 1.6673
C 0.6957 -0.2146 0.2883
N 1.5446 -1.2926 0.2320
N 1.0632 0.7396 1.2471
H 1.3539 0.6036 -2.4481
H 0.4118 -0.8702 -2.6981
H -0.3579 0.6945 -2.9229
H -2.6434 -0.2173 2.1629
H -2.4697 1.2232 1.3164
H 1.1423 -2.1538 -0.1044
H 2.2024 -1.3934 0.9910
H 0.8604 0.4158 2.1905
H 0.5537 1.6029 1.1041

C3H9NO | ωB97M-V/def2-TZVPD

Properties
Energy above the lowest of the compared OMol25 structures with the same formula, charge and spin in kcal per mole: 47.02
LUMO level in eV: 0.783
Kohn-Sham gap in Eh: 0.4024
SMILES: C=N.CCO
E_HOMO in eV: -10.17

Geometry (Å):
C -3.0948 -1.4788 0.2687
N -3.8500 -1.5303 1.2881
H -2.3980 -2.3029 0.1291
H -3.0136 -0.5995 -0.3652
H -3.5716 -2.2842 1.9029
C 1.0694 0.7188 -0.8086
C 2.3840 0.6303 -0.0706
O 2.9186 1.8889 0.2483
H 0.2877 1.2666 -0.2737
H 0.6048 -0.2400 -1.0067
H 1.1108 1.2387 -1.7715
H 2.2194 0.0817 0.8647
H 3.0773 0.0215 -0.6504
H 2.2558 2.5892 0.2448

C3H9NO | ωB97M-V/def2-TZVPD

Properties
Energy above the lowest of the compared OMol25 structures with the same formula, charge and spin in kcal per mole: 54.50
LUMO level in eV: 1.002
Kohn-Sham gap in Eh: 0.3783
SMILES: CCNCO
E_HOMO in eV: -9.29

Geometry (Å):
C -1.3102 -1.3263 0.6952
C -0.4186 -0.8492 -0.4756
N 0.3703 0.2301 0.2262
C 0.9503 1.4304 -0.3385
O 2.2953 1.3263 -0.7849
H -2.0415 -2.1065 0.3722
H -1.8863 -0.4094 1.0012
H -0.6149 -1.6652 1.5716
H 0.2509 -1.5533 -0.9034
H -0.9790 -0.3155 -1.3322
H -0.0983 0.3704 1.1193
H 0.7703 2.4362 0.2599
H 0.3740 1.7676 -1.2620
H 2.3378 0.6644 -0.1489

C3H9NO | ωB97M-V/def2-TZVPD

Properties
Energy above the lowest of the compared OMol25 structures with the same formula, charge and spin in kcal per mole: 43.95
LUMO level in eV: 0.865
Kohn-Sham gap in Eh: 0.3914
SMILES: C=O.CCN
E_HOMO in eV: -9.79

Geometry (Å):
C -1.4585 1.4724 1.2348
O -2.2978 2.0568 1.8358
H -0.5303 1.0731 1.7216
H -1.4019 1.1368 0.1820
C 2.1291 -1.0758 -1.6825
C 1.2397 -0.6320 -0.5549
N -0.0529 -1.4056 -0.4985
H 1.6799 -0.8767 -2.6610
H 2.9854 -0.3901 -1.7583
H 2.5416 -2.0766 -1.6022
H 1.6821 -0.7749 0.4339
H 0.9599 0.4200 -0.5747
H -0.0290 -2.0165 -1.3036
H 0.0075 -2.0999 0.2460

C3H9NO | ωB97M-V/def2-TZVPD

Properties
Energy above the lowest of the compared OMol25 structures with the same formula, charge and spin in kcal per mole: 43.24
LUMO level in eV: 0.867
Kohn-Sham gap in Eh: 0.4108
SMILES: NC=O.CC
E_HOMO in eV: -10.31

Geometry (Å):
N -2.5005 1.3859 -2.7114
C -1.6065 0.1695 -2.8703
O -1.7333 -0.9057 -2.2345
H -3.4098 1.0563 -2.3216
H -2.6665 1.8032 -3.6839
H -0.6851 0.2630 -3.4054
C 1.4636 -1.2101 2.1387
C 1.8532 0.2371 2.1092
H 0.4240 -1.3407 1.8348
H 1.4168 -1.6295 3.1717
H 2.2455 -1.8432 1.7493
H 0.8612 0.7847 2.5063
H 2.6567 0.7243 2.6950
H 1.6805 0.5053 1.0223

C3H9NO | ωB97M-V/def2-TZVPD

Properties
Energy above the lowest of the compared OMol25 structures with the same formula, charge and spin in kcal per mole: 51.10
LUMO level in eV: 0.624
Kohn-Sham gap in Eh: 0.3555
SMILES: C=NCC.O
E_HOMO in eV: -9.05

Geometry (Å):
C 0.7629 1.3576 0.9111
N 0.5445 0.1721 0.5288
C -0.6909 -0.5636 0.7833
C -1.7286 -0.6341 -0.3445
H -0.0097 2.1400 0.8731
H 1.7874 1.5475 1.2305
H -1.0678 -0.2796 1.7669
H -0.3251 -1.5810 0.9426
H -2.7064 -0.6349 0.1479
H -1.6572 -1.5426 -0.9358
H -1.6945 0.2601 -0.9556
O 2.6047 -0.2342 -1.5452
H 1.7413 -0.3593 -1.1146
H 2.4394 0.3519 -2.2885